11 unconnected molecules or ions with the total composition C41H100N14O11 at a distorted geometry. Source: OMol25; level of theory: ωB97M-V with the def2-TZVPD basis set.

Results
Largest force on an atom, eV/A: 2.9
Structure (SMILES): CC1(C)CCCC(C)(C)N1O.CC1(C)CCCC(C)(C)N1O.CC1(C)CCCC(C)(C)N1O.CC1(C)CCCC(C)(C)N1O.NC(N)=O.NC(N)=O.NC(N)=O.NC(N)=O.NC(N)=O.O.O
HOMO, Eh: -0.299

Each atom is followed by the atoms it is bonded to, with distances in Å.
CARTESIAN COORDINATES (ANGSTROEM)
1 O 0.690 4.859 -5.320  C63 1.225
2 O -1.758 -3.137 -6.149  C60 1.216
3 O 1.122 -3.659 -4.564  H82 0.961, H107 0.974
4 O 0.530 -1.775 -1.814  N20 1.417, H91 0.981
5 O -5.769 -1.629 -2.335  C46 1.224
6 O -4.747 -8.769 1.522  N21 1.421, H71 0.963
7 O 2.996 -2.954 -1.439  C54 1.235
8 O 2.285 0.904 3.642  N24 1.391, H100 0.966
9 O 1.518 -5.056 -2.208  H89 0.962, H99 0.995
10 O 6.149 0.476 -3.560  C32 1.226
11 O -1.206 4.869 -0.147  N17 1.425, H90 0.962
12 N -0.913 3.825 -4.136  C63 1.379, H77 0.999, H150 1.006
13 N 0.360 2.609 -5.592  C63 1.345, H101 1.003, H104 1.008
14 N 4.321 -0.826 -3.055  C32 1.350, H74 1.004, H164 1.006
15 N 3.853 -2.277 0.554  C54 1.359, H123 1.003, H137 1.007
16 N -4.921 0.390 -1.836  C46 1.357, H116 1.004, H152 1.003
17 N -0.687 6.174 0.095  O11 1.425, C35 1.459, C55 1.499
18 N 6.348 -1.229 -2.081  C32 1.385, H80 1.012, H121 1.007
19 N -1.867 -3.268 -3.873  C60 1.366, H135 0.999, H157 1.003
20 N 0.379 -0.759 -0.837  O4 1.417, C38 1.483, C49 1.470
21 N -4.050 -7.577 1.855  O6 1.421, C44 1.483, C48 1.463
22 N -1.825 -5.182 -5.110  C60 1.385, H145 1.003, H153 1.000
23 N -6.041 0.072 -3.830  C46 1.372, H84 1.001, H158 1.001
24 N 2.577 2.111 3.013  O8 1.391, C29 1.472, C52 1.460
25 N 4.492 -4.291 -0.309  C54 1.377, H79 1.003, H131 1.000
26 C 3.003 3.216 5.194  C52 1.530, H75 1.088, H125 1.092, H142 1.093
27 C -2.025 -6.442 2.437  C44 1.548, C58 1.533, H69 1.094, H92 1.092
28 C 3.978 4.474 2.152  C31 1.536, C40 1.550, H87 1.091, H161 1.090
29 C 3.638 1.951 2.006  N24 1.472, C30 1.553, C40 1.496, C64 1.532
30 C 4.893 1.325 2.674  C29 1.553, H114 1.092, H118 1.093, H122 1.097
31 C 2.724 4.596 3.030  C28 1.536, C52 1.560, H98 1.090, H113 1.093
32 C 5.611 -0.441 -2.949  O10 1.226, N14 1.350, N18 1.385
33 C 0.443 -2.434 0.962  C38 1.568, H70 1.088, H103 1.089, H124 1.089
34 C -0.481 8.048 1.546  C35 1.513, C51 1.526, H105 1.095, H166 1.094
35 C -1.065 6.658 1.418  N17 1.459, C34 1.513, C42 1.545, C56 1.555
36 C 0.799 3.398 4.031  C52 1.558, H76 1.089, H112 1.090, H149 1.094
37 C -2.001 -7.928 0.436  C44 1.524, H67 1.096, H78 1.088, H133 1.092
38 C -0.397 -1.278 0.316  N20 1.483, C33 1.568, C41 1.551, C53 1.533
39 C -6.128 -6.394 2.126  C48 1.527, H93 1.091, H97 1.099, H139 1.088
40 C 3.954 3.208 1.258  C28 1.550, C29 1.496, H128 1.092, H160 1.091
41 C -0.382 -0.188 1.419  C38 1.551, C45 1.512, H85 1.094, H115 1.093
42 C -0.616 5.856 2.659  C35 1.545, H88 1.098, H117 1.090, H148 1.087
43 C -2.150 -8.894 2.738  C44 1.513, H110 1.090, H140 1.095, H141 1.090
44 C -2.578 -7.757 1.836  N21 1.483, C27 1.548, C37 1.524, C43 1.513
45 C -0.848 1.167 0.936  C41 1.512, C57 1.536, H108 1.093, H147 1.092
46 C -5.534 -0.479 -2.680  O5 1.224, N16 1.357, N23 1.372
47 C 1.249 7.636 -0.222  C51 1.524, C55 1.542, H86 1.088, H127 1.094
48 C -4.750 -6.351 1.470  N21 1.463, C39 1.527, C50 1.563, C66 1.569
49 C 0.074 0.560 -1.408  N20 1.470, C57 1.502, C62 1.517, C65 1.557
50 C -4.047 -5.067 2.018  C48 1.563, C58 1.532, H146 1.092, H156 1.089
51 C 1.006 8.104 1.208  C34 1.526, C47 1.524, H94 1.091, H109 1.094
52 C 2.340 3.305 3.818  N24 1.460, C26 1.530, C31 1.560, C36 1.558
53 C -1.824 -1.765 0.040  C38 1.533, H68 1.092, H81 1.090, H151 1.089
54 C 3.664 -3.197 -0.428  O7 1.235, N15 1.359, N25 1.377
55 C 0.731 6.194 -0.393  N17 1.499, C47 1.542, C59 1.537, C61 1.532
56 C -2.604 6.875 1.359  C35 1.555, H129 1.093, H138 1.094, H165 1.090
57 C -0.008 1.559 -0.288  C45 1.536, C49 1.502, H73 1.094, H134 1.091
58 C -2.539 -5.162 1.769  C27 1.533, C50 1.532, H102 1.088, H154 1.093
59 C 1.706 5.269 0.350  C55 1.537, H83 1.090, H95 1.094, H155 1.094
60 C -1.845 -3.798 -5.131  O2 1.216, N19 1.366, N22 1.385
61 C 0.703 5.836 -1.882  C55 1.532, H136 1.093, H143 1.089, H159 1.091
62 C -1.254 0.639 -2.138  C49 1.517, H72 1.084, H106 1.091, H130 1.092
63 C 0.056 3.831 -5.118  O1 1.225, N12 1.379, N13 1.345
64 C 3.114 0.934 0.987  C29 1.532, H111 1.092, H119 1.088, H144 1.091
65 C 1.250 0.920 -2.363  C49 1.557, H96 1.097, H120 1.094, H163 1.082
66 C -4.978 -6.123 -0.065  C48 1.569, H126 1.094, H132 1.090, H162 1.089
67 H -2.430 -8.817 -0.041  C37 1.096
68 H -2.621 -1.017 0.037  C53 1.092
69 H -0.940 -6.368 2.313  C27 1.094
70 H -0.100 -2.845 1.810  C33 1.088
71 H -4.867 -9.141 2.402  O6 0.963
72 H -1.329 1.492 -2.802  C62 1.084
73 H -0.493 2.460 -0.676  C57 1.094
74 H 3.749 -0.209 -3.603  N14 1.004
75 H 2.735 2.273 5.667  C26 1.088
76 H 0.290 2.497 4.369  C36 1.089
77 H -1.356 3.006 -3.774  N12 0.999
78 H -2.248 -7.111 -0.239  C37 1.088
79 H 4.429 -5.003 -1.013  N25 1.003
80 H 7.329 -1.102 -2.290  N18 1.012
81 H -1.757 -2.186 -0.963  C53 1.090
82 H 0.369 -3.165 -4.231  O3 0.961
83 H 2.258 5.728 1.170  C59 1.090
84 H -6.786 -0.417 -4.285  N23 1.001
85 H -1.027 -0.501 2.246  C41 1.094
86 H 0.908 8.312 -1.004  C47 1.088
87 H 4.877 4.413 2.768  C28 1.091
88 H -1.155 4.900 2.642  C42 1.098
89 H 2.173 -5.758 -2.149  O9 0.962
90 H -1.810 5.040 -0.876  O11 0.962
91 H 1.476 -2.021 -1.740  O4 0.981
92 H -2.215 -6.471 3.512  C27 1.092
93 H -6.675 -7.318 1.931  C39 1.091
94 H 1.611 7.576 1.947  C51 1.091
95 H 2.482 4.899 -0.327  C59 1.094
96 H 0.901 1.690 -3.062  C65 1.097
97 H -6.002 -6.526 3.211  C39 1.099
98 H 1.859 4.949 2.467  C31 1.090
99 H 1.971 -4.259 -1.820  O9 0.995
100 H 1.324 0.814 3.659  O8 0.966
101 H -0.076 1.721 -5.431  N13 1.003
102 H -2.252 -5.144 0.719  C58 1.088
103 H 0.706 -3.156 0.191  C33 1.089
104 H 1.130 2.574 -6.242  N13 1.008
105 H -0.629 8.391 2.574  C34 1.095
106 H -2.128 0.624 -1.485  C62 1.091
107 H 1.209 -4.407 -3.945  O3 0.974
108 H -1.922 1.178 0.731  C45 1.093
109 H 1.316 9.137 1.391  C51 1.094
110 H -2.612 -8.951 3.723  C43 1.090
111 H 3.832 0.773 0.180  C64 1.092
112 H 0.649 4.287 4.646  C36 1.090
113 H 2.967 5.404 3.725  C31 1.093
114 H 5.302 1.866 3.530  C30 1.092
115 H 0.624 -0.029 1.814  C41 1.093
116 H -4.754 1.361 -2.028  N16 1.004
117 H 0.409 5.495 2.575  C42 1.090
118 H 4.800 0.287 3.003  C30 1.093
119 H 2.719 0.029 1.444  C64 1.088
120 H 2.005 1.547 -1.881  C65 1.094
121 H 6.094 -2.195 -1.948  N18 1.007
122 H 5.727 1.233 1.968  C30 1.097
123 H 4.346 -2.646 1.346  N15 1.003
124 H 1.339 -1.944 1.340  C33 1.089
125 H 2.690 4.030 5.850  C26 1.092
126 H -5.187 -7.059 -0.591  C66 1.094
127 H 2.330 7.500 -0.326  C47 1.094
128 H 3.237 3.362 0.450  C40 1.092
129 H -3.120 5.957 1.064  C56 1.093
130 H -1.397 -0.296 -2.684  C62 1.092
131 H 5.215 -4.298 0.382  N25 1.000
132 H -4.106 -5.701 -0.566  C66 1.090
133 H -0.939 -8.174 0.497  C37 1.092
134 H 1.011 1.852 -0.029  C57 1.091
135 H -1.940 -3.856 -3.069  N19 0.999
136 H 0.195 4.883 -2.047  C61 1.093
137 H 3.617 -1.303 0.449  N15 1.007
138 H -2.827 7.525 0.508  C56 1.094
139 H -6.722 -5.487 2.039  C39 1.088
140 H -2.451 -9.839 2.274  C43 1.095
141 H -1.061 -8.879 2.775  C43 1.090
142 H 4.085 3.329 5.097  C26 1.093
143 H 1.685 5.616 -2.300  C61 1.089
144 H 2.246 1.430 0.549  C64 1.091
145 H -1.683 -5.651 -5.985  N22 1.003
146 H -4.131 -5.039 3.106  C50 1.092
147 H -0.712 1.915 1.721  C45 1.092
148 H -0.845 6.295 3.627  C42 1.087
149 H 0.356 3.614 3.055  C36 1.094
150 H -1.284 4.753 -4.030  N12 1.006
151 H -2.170 -2.503 0.762  C53 1.089
152 H -4.470 0.034 -1.014  N16 1.003
153 H -2.045 -5.721 -4.296  N22 1.000
154 H -2.158 -4.318 2.351  C58 1.093
155 H 1.230 4.359 0.727  C59 1.094
156 H -4.526 -4.194 1.575  C50 1.089
157 H -1.631 -2.293 -3.888  N19 1.003
158 H -5.682 0.962 -4.115  N23 1.001
159 H 0.123 6.510 -2.514  C61 1.091
160 H 4.957 3.207 0.828  C40 1.091
161 H 4.050 5.341 1.495  C28 1.090
162 H -5.888 -5.545 -0.223  C66 1.089
163 H 1.675 0.125 -2.961  C65 1.082
164 H 3.942 -1.608 -2.548  N14 1.006
165 H -3.133 7.315 2.203  C56 1.090
166 H -0.988 8.844 0.992  C34 1.094